Computed, not measured: a gas-phase ion, C6H12NO (charge +1) in a non-equilibrium geometry, with ωB97M-V/def2-TZVPD.

- total charge = +1
- gap between HOMO and LUMO (eV) = 11.14
- HOMO level (eV) = -14.277
- energy above the lowest of the compared OMol25 structures with the same formula, charge and spin (kJ/mol) = 155.41

```
20
Properties=species:S:1:pos:R:3:mulliken_charge:R:1
C -1.67 -0.60 1.27 -1.0808
C -0.99 -0.19 0.26 0.5219
C -1.45 0.45 -0.93 -0.4435
C -0.26 0.35 -1.93 -0.8540
C 1.04 0.40 -1.05 -0.0710
O 2.14 -0.18 -1.48 -0.4846
N 0.42 -0.56 0.23 0.0474
C 1.00 -0.47 1.58 -1.0778
H -1.21 -1.20 2.02 0.3220
H -2.69 -0.30 1.43 0.3291
H -2.14 -0.23 -1.44 0.2657
H -1.83 1.48 -0.74 0.3445
H -0.51 -0.68 -2.50 0.3031
H -0.26 1.11 -2.67 0.4009
H 0.97 1.40 -0.55 0.4325
H 2.91 0.52 -1.21 0.4486
H 0.47 -1.55 -0.14 0.4066
H 0.52 0.30 2.13 0.4659
H 0.86 -1.44 1.96 0.4148
H 2.07 -0.19 1.54 0.3089
```

Computed, not measured: 2 unconnected molecules or ions with the total composition C28H37ClN4O6P in a non-equilibrium geometry, with ωB97M-V/def2-TZVPD.

- total charge = +1
- gap between HOMO and LUMO (eV) = 2.45
- HOMO level (eV) = -10.120

```
77
Properties=species:S:1:pos:R:3:mulliken_charge:R:1
N -0.40 2.83 5.09 -0.4724
C -0.94 2.15 4.23 0.4546
O -1.52 1.69 3.02 -0.1681
C -0.62 0.86 2.27 0.8853
C -1.17 0.14 1.15 0.6342
C -2.70 0.19 0.68 -0.3680
C -3.31 1.66 0.47 -0.5896
C -4.44 1.85 1.63 -0.6255
N -5.69 1.09 1.27 -0.2125
C -6.32 0.47 2.50 -0.8998
C -6.02 -1.13 2.55 0.4120
C -6.42 -1.96 1.26 -0.2722
C -6.15 -3.49 1.15 -0.5430
C -5.48 -4.17 2.40 -0.3341
C -5.10 -3.41 3.70 -0.4801
C -5.37 -1.85 3.78 0.3817
O -5.03 -1.15 4.99 -0.5138
C -0.16 -0.83 0.32 -0.1975
O -0.22 -1.00 -0.93 -0.7207
C 0.91 -1.62 1.25 -0.0728
C 1.30 -3.11 0.84 -0.7186
C 0.05 -4.04 1.32 0.4581
O 0.19 -4.94 2.19 -0.4696
Cl -1.63 -3.84 0.61 -0.1140
C 1.45 -0.91 2.40 0.3169
P 2.67 -1.74 3.60 0.3307
N 3.75 -0.68 4.18 -0.6986
C 0.93 0.62 2.57 -0.2454
O 1.77 1.50 2.88 -0.4581
H -3.35 -0.46 1.40 0.0438
H -2.76 -0.36 -0.34 0.3325
H -2.52 2.50 0.64 0.2151
H -3.84 1.82 -0.53 0.3998
H -4.01 1.29 2.55 0.2005
H -4.65 2.95 1.89 0.3765
H -6.37 1.77 0.88 0.2783
H -5.95 0.94 3.48 0.3307
H -7.47 0.57 2.39 0.4066
H -6.92 -1.38 0.39 0.2779
H -6.45 -4.04 0.20 0.3428
H -5.27 -5.31 2.33 0.3099
H -4.64 -4.01 4.58 0.3368
H -4.04 -1.07 4.99 0.3269
H 1.38 -3.19 -0.30 0.2833
H 2.25 -3.52 1.34 0.3935
H 3.39 -2.82 2.99 0.0870
H 1.90 -2.23 4.72 0.1486
H 3.57 -0.68 5.21 0.2539
C 5.70 0.54 -4.13 -1.6055
C 4.47 1.32 -4.67 1.3323
C 4.66 2.83 -4.37 -1.1607
C 4.46 3.16 -2.89 -0.5530
C 3.11 2.65 -2.40 -1.2182
C 2.85 1.16 -2.70 1.8248
N 3.20 0.78 -4.11 0.6769
O 2.21 1.20 -4.88 -0.2853
C 3.65 0.26 -1.72 -1.6535
C 1.37 0.85 -2.34 -2.0462
C 4.57 1.10 -6.21 -1.6587
H 6.59 0.77 -4.71 0.4603
H 5.96 0.80 -3.10 0.2906
H 5.54 -0.54 -4.18 0.3984
H 3.94 3.42 -4.96 0.3839
H 5.65 3.16 -4.68 0.4014
H 5.27 2.74 -2.29 0.3389
H 4.52 4.24 -2.75 0.4272
H 3.04 2.83 -1.32 0.4115
H 2.33 3.27 -2.86 0.4444
H 3.57 -0.79 -2.00 0.4496
H 3.25 0.35 -0.70 0.3922
H 4.70 0.52 -1.63 0.2435
H 0.66 1.50 -2.87 0.4390
H 1.19 1.01 -1.28 0.2967
H 1.11 -0.19 -2.56 0.6628
H 4.43 0.04 -6.46 0.4436
H 5.56 1.39 -6.58 0.4283
H 3.85 1.69 -6.77 0.3915
```

Computed, not measured: a single C6H9N molecule, with ωB97M-V/def2-TZVPD.

- gap between HOMO and LUMO (eV) = 9.60
- HOMO level (eV) = -8.746
- energy above the lowest of the compared OMol25 structures with the same formula, charge and spin (kJ/mol) = 437.13

```
16
Properties=species:S:1:pos:R:3:mulliken_charge:R:1
C -1.99 -0.86 1.05 -0.7367
C -0.79 -1.12 0.58 0.0260
C 0.39 -0.72 0.16 0.3158
C 1.49 -1.58 -0.44 -1.1074
C 0.19 0.86 0.38 -0.0464
C -0.33 1.58 -0.81 -0.3325
N 0.68 2.19 0.03 -0.5880
H -2.19 -0.84 2.12 0.2965
H -2.79 -0.54 0.39 0.2626
H 1.81 -1.22 -1.43 0.2844
H 1.15 -2.62 -0.59 0.3305
H 2.38 -1.62 0.20 0.2829
H -0.27 0.94 1.36 0.3262
H -1.33 2.02 -0.89 0.2477
H 0.03 1.14 -1.74 0.2014
H 1.58 2.38 -0.38 0.2371
```

Computed, not measured: a molecular structure, C3H3OTl in a non-equilibrium geometry, with ωB97M-V/def2-TZVPD.

- total charge = +1
- gap between HOMO and LUMO (alpha / beta) (eV) = 9.24 / 8.19
- spin multiplicity = 2
- HOMO level (alpha / beta) (eV) = -14.871 / -14.867
- energy above the lowest of the compared OMol25 structures with the same formula, charge and spin (kJ/mol) = 370.02

```
8
Properties=species:S:1:pos:R:3:mulliken_charge:R:1
C 0.38 -0.89 -1.16 -0.3378
C 1.05 0.15 -1.12 -0.1319
H -0.02 -1.85 -1.44 0.3858
H 1.76 0.90 -1.45 0.3922
C -0.55 0.51 0.67 -0.1977
O -0.43 -0.37 1.60 -0.2089
Tl -0.78 1.09 2.94 0.7180
H -1.41 0.46 -0.04 0.3803
```

Computed, not measured: a single C2H2N4O molecule in a non-equilibrium geometry, with ωB97M-V/def2-TZVPD.

- gap between HOMO and LUMO (eV) = 8.62
- HOMO level (eV) = -9.966
- energy above the lowest of the compared OMol25 structures with the same formula, charge and spin (kJ/mol) = 152.63

```
9
Properties=species:S:1:pos:R:3:mulliken_charge:R:1
O 2.37 -0.17 -0.17 -0.4849
C 1.22 -0.25 0.04 0.5669
N 0.17 -1.28 0.30 -0.4171
C -1.06 -1.00 -0.15 0.0949
N -1.51 0.17 -0.07 -0.2242
N -0.78 1.23 0.02 -0.3906
N 0.53 0.97 0.15 0.1613
H -1.88 -1.65 -0.17 0.3726
H 0.94 1.97 0.06 0.3211
```